13
Properties=species:S:1:pos:R:3:forces:R:3:mulliken_charge:R:1 method="wB97M-V/def2-TZVPD" molar_mass_da=85.11 e_above_lowest_kcal_mol=65.8 orbital_gap_ev=10.18 smiles="NC(=O)C1CC1" multiplicity=1 total_energy_ev=-7796.79159
O -1.92009 0.41751 0.66993 0.288 -0.671 -0.247 -0.5989
N 0.01992 1.45354 1.24750 -0.903 0.327 0.220 -0.4385
C 0.26352 -0.58748 0.20636 -0.661 -0.784 0.115 0.0096
C 0.05732 -1.54367 -0.88723 0.591 -0.208 0.037 -0.4119
C -0.71453 0.33101 0.76826 0.535 1.653 1.075 0.3491
C 0.36450 -0.12404 -1.29060 0.923 2.970 1.345 -0.6478
H -0.98208 -1.82778 -1.06924 0.440 0.102 -0.247 0.2426
H 1.13536 0.74523 -0.98238 -0.454 -2.733 -2.271 0.3651
H 0.84141 1.43975 1.83859 -0.177 -0.500 -0.309 0.2048
H 0.80731 -2.31564 -0.97614 -0.111 -0.181 -0.080 0.2516
H -0.59733 2.22622 1.43853 -0.029 0.044 0.287 0.2166
H 1.24505 -0.61121 0.69631 -0.504 0.159 -0.269 0.2838
H -0.52036 0.39656 -1.65989 0.061 -0.179 0.344 0.1736